The following is a DFT calculation (ωB97M-V with the def2-TZVPD basis set) of a structure of composition C45H51BF6LaN12O2PS2Si.

Geometry as XYZ:
```
122
Properties=species:S:1:pos:R:3:forces:R:3
La 0.33390 0.93320 -0.31140 -0.5 -0.6 0.2
C 0.93570 0.24480 -3.89530 -0.2 0.1 -0.2
C -0.58660 0.02760 -4.07080 0.4 0.0 -0.2
N -1.24410 -0.27640 -2.80810 -0.5 0.3 0.1
C -1.81400 -1.60640 -2.69750 0.1 -0.4 0.3
C -1.37960 -2.32990 -1.39900 -0.3 0.2 -0.2
N -0.10740 -1.87460 -0.84630 0.0 0.1 0.6
C 1.09150 -2.48130 -1.41250 0.1 0.1 -0.3
C 1.44470 -1.86350 -2.76870 -0.2 -0.2 0.5
N 1.44150 -0.40200 -2.68340 0.5 0.3 0.2
H 1.11080 1.31410 -3.79830 0.2 -0.1 -0.1
H 1.46030 -0.11120 -4.79540 0.0 0.1 0.1
H -0.75930 -0.77940 -4.79130 -0.1 0.0 0.1
H -1.00150 0.93950 -4.50580 0.0 -0.1 0.0
H -1.92640 0.44390 -2.59360 0.1 -0.1 0.0
H -1.52270 -2.21010 -3.56420 0.0 0.1 0.0
H -2.91110 -1.56730 -2.69740 0.1 -0.1 0.0
H -1.37520 -3.41630 -1.58750 0.0 0.1 0.1
H -2.12720 -2.10780 -0.63770 0.2 -0.2 -0.2
H -0.12850 -2.08320 0.15120 0.1 -0.1 -0.1
H 0.97610 -3.57170 -1.53250 0.1 0.1 0.1
H 1.91110 -2.29820 -0.70930 0.0 0.0 0.0
H 0.69860 -2.17930 -3.49610 0.0 0.0 -0.1
H 2.41700 -2.26110 -3.08620 -0.2 0.1 -0.1
H 2.39920 -0.08670 -2.54540 0.0 0.0 0.0
B 1.10310 -1.90250 2.53740 -0.1 0.4 -0.1
N 2.04980 -0.69910 2.68170 0.4 -0.2 0.2
C 2.84060 -0.44750 3.72810 0.2 0.2 0.1
C 3.29340 0.85280 3.63590 0.0 -0.1 0.1
C 2.70060 1.33360 2.47210 0.0 -0.1 0.0
N 1.95420 0.38820 1.90380 0.0 0.3 -0.4
N -0.28130 -1.28890 2.85620 -0.2 -0.4 0.1
C -0.97660 -1.44890 3.98970 -0.3 0.1 0.2
C -1.97990 -0.50190 4.02380 0.0 0.0 0.1
C -1.81720 0.20760 2.83630 0.2 -0.1 0.2
N -0.78660 -0.27460 2.14460 -0.1 0.6 -0.6
H 1.36750 -2.72330 3.35840 0.1 -0.2 0.2
H 1.15390 -2.33460 1.42660 0.0 -0.1 -0.4
H 3.03060 -1.19780 4.46850 0.0 -0.2 0.1
H 3.92870 1.38130 4.31740 0.2 0.1 0.1
H 2.79260 2.31050 2.04340 0.0 0.1 -0.2
H -0.72500 -2.21380 4.69940 0.2 -0.1 0.1
H -2.70660 -0.33400 4.79400 -0.1 0.0 0.1
H -2.42280 1.00790 2.45430 0.0 0.1 -0.1
S -2.47020 2.03110 0.10400 0.2 -0.4 0.0
C -2.53310 3.56870 -0.70910 0.1 0.1 -0.3
C -3.47230 4.50200 -0.29060 -0.1 0.2 -0.2
C -3.64680 5.71480 -0.95480 1.0 -0.8 -0.5
C -4.61790 6.61680 -0.49660 -0.8 0.7 0.4
N -5.42110 7.33140 -0.08620 0.0 0.0 0.0
C -2.84290 6.00140 -2.08070 0.0 -1.1 0.8
C -1.88110 5.08200 -2.47700 -0.2 0.2 0.1
C -1.69360 3.87270 -1.81060 -0.4 0.0 0.2
S -0.49550 2.79070 -2.41210 0.1 0.1 0.0
C -3.02900 7.18370 -2.81670 -0.1 0.9 -0.6
N -3.18260 8.13690 -3.44230 0.0 0.0 0.0
H -4.10230 4.26450 0.55620 0.0 0.0 0.0
H -1.25600 5.29440 -3.32980 0.0 0.1 -0.1
F 3.14300 1.12670 -0.45980 -0.2 0.7 -0.1
P 3.27070 2.73810 -0.98160 0.3 -0.3 -0.3
F 4.13540 3.09160 0.31150 -0.2 0.0 -0.1
F 3.29410 4.23130 -1.51710 0.0 -0.2 0.1
F 1.87670 3.04940 -0.12530 0.4 -0.4 -0.2
F 2.35140 2.25370 -2.23730 0.2 0.2 0.3
F 4.59130 2.33830 -1.79610 0.0 0.1 0.0
O -0.07720 2.76420 1.87410 0.1 0.0 -0.2
H -0.08070 2.30680 2.72340 0.0 -0.1 -0.1
H -1.01520 2.89650 1.62960 0.1 -0.1 0.1
C -6.57550 0.46360 6.01690 0.0 0.0 -0.1
C -6.55090 -0.88120 5.36100 -0.1 -0.1 -0.1
C -7.67290 -1.40270 4.72970 0.1 0.0 0.1
C -7.63160 -2.63990 4.11740 0.1 -0.2 0.0
C -6.45960 -3.38770 4.11310 0.0 0.4 0.3
N -6.47330 -4.65870 3.51090 -0.4 -0.1 0.0
C -5.42160 -5.34220 2.96010 0.1 -0.1 -0.1
O -5.38720 -6.55620 2.94220 0.0 -0.3 0.0
N -4.40630 -4.59230 2.41720 0.4 -0.3 0.1
C -4.44730 -3.32600 1.83970 -0.1 0.5 -0.4
C -5.61500 -2.71260 1.39040 0.2 0.0 -0.1
C -5.52610 -1.45980 0.81080 0.1 -0.1 0.1
C -4.28040 -0.87020 0.66640 -0.3 0.1 -0.1
N -3.16640 -1.48650 1.02160 0.0 0.1 -0.1
C -3.24330 -2.66540 1.59870 -0.2 -0.3 0.2
C -5.32550 -2.86860 4.73060 -0.1 -0.2 0.1
C -5.38490 -1.63550 5.34820 0.0 0.0 0.0
H -7.58780 0.74570 6.29280 -0.1 0.1 0.1
H -6.18530 1.21440 5.32970 0.0 0.1 0.0
H -5.95010 0.46200 6.90670 0.0 0.1 0.1
H -8.59400 -0.84010 4.71670 -0.1 0.1 0.0
H -8.51820 -3.04260 3.64840 -0.1 0.0 -0.1
H -7.26910 -5.24530 3.72330 0.2 0.0 0.0
H -3.55690 -5.11630 2.25290 -0.3 -0.1 0.0
H -6.56400 -3.21910 1.46020 -0.1 0.0 0.1
H -6.41260 -0.95840 0.45840 -0.1 0.1 0.0
H -4.13930 0.10930 0.23350 -0.2 0.1 -0.1
H -2.29570 -3.12310 1.85710 0.1 -0.2 0.1
H -4.40620 -3.43520 4.75000 0.0 0.0 0.0
H -4.50540 -1.26040 5.85080 0.1 0.1 0.0
C 4.43970 -4.92880 3.33270 0.0 0.0 0.0
C 5.00280 -3.70440 3.65870 0.0 -0.1 0.2
C 5.03120 -2.68310 2.73420 0.0 0.2 -0.3
C 4.50530 -2.85010 1.44540 0.3 0.1 -0.1
C 3.90410 -4.07960 1.15160 0.1 0.2 -0.2
C 3.88210 -5.10310 2.07580 0.0 -0.2 0.1
Si 4.65680 -1.43670 0.24770 -0.7 -0.4 -0.2
C 5.01230 -1.73970 -1.55010 0.2 -0.1 0.2
C 4.79780 -2.96760 -2.20090 0.0 0.2 0.4
C 5.02790 -3.11160 -3.55280 0.0 -0.1 -0.3
C 5.48760 -2.04190 -4.30790 0.0 0.0 0.1
C 5.74500 -0.83200 -3.67610 0.0 -0.1 -0.4
C 5.51340 -0.68160 -2.32770 -0.1 -0.1 0.4
H 4.43190 -5.73670 4.05000 0.0 0.0 0.1
H 5.43650 -3.55080 4.63670 0.0 0.0 0.1
H 5.47770 -1.73530 3.00130 0.1 0.1 0.0
H 3.44580 -4.24050 0.18670 -0.1 0.0 -0.1
H 3.42930 -6.04840 1.81400 -0.1 -0.1 0.0
H 5.17830 -0.19770 0.80050 0.3 0.1 0.1
H 4.46540 -3.82080 -1.62640 -0.1 -0.1 0.0
H 4.84760 -4.06800 -4.02510 0.0 -0.1 0.0
H 5.65630 -2.15590 -5.36800 0.0 0.0 -0.1
H 6.13450 -0.00150 -4.24330 0.0 0.1 -0.1
H 5.72640 0.26400 -1.85590 0.0 0.2 0.0
```
Forces are in eV/Å.

total charge: -1
molar mass: 1178.88 g/mol
electronic energy: -126161.22480 eV
LUMO (alpha / beta): 1.9 / 1.3 eV
HOMO (alpha / beta): -4.404 / -4.971 eV
frontier orbital gap (alpha / beta): 6.30 / 6.28 eV
2S+1: 2
relative energy (zero: lowest compared OMol25 entry of this formula, charge and spin): 0.9411 eV